[1]
101
Properties=species:S:1:pos:R:3 method="wB97M-V/def2-TZVPD" largest_force_ev_per_a=4.0 e_above_lowest_ev=0.000 total_charge=-1 orbital_gap_ha=0.3243 e_tot_ha=-2473.4149
B -0.182 0.266 -0.002
H -0.867 -0.482 0.366
H 0.502 0.589 0.768
H 0.437 -0.242 -0.725
H -0.692 1.111 -0.437
O -1.045 -0.799 -4.808
H -1.124 -0.366 -5.658
H -0.205 -1.255 -4.847
O -2.477 -4.684 3.269
H -2.014 -5.506 3.109
H -1.866 -4.005 2.982
O 1.197 -0.092 3.364
H 0.746 0.242 4.140
H 0.507 -0.185 2.707
O -2.283 -4.338 -0.543
H -1.496 -4.156 -0.029
H -2.281 -3.670 -1.228
O -3.106 -1.080 3.339
H -2.870 -0.164 3.484
H -2.272 -1.518 3.168
O -2.391 4.252 0.294
H -3.058 3.576 0.177
H -1.560 3.795 0.167
O -3.470 1.916 -0.227
H -3.145 1.216 -0.793
H -4.396 1.709 -0.098
O 2.555 2.222 2.870
H 2.195 1.335 2.852
H 1.798 2.791 2.730
O 4.645 -3.404 0.375
H 3.854 -3.516 -0.153
H 4.392 -3.697 1.250
O 4.914 3.623 2.347
H 5.462 2.838 2.332
H 4.023 3.292 2.457
O 4.142 -1.564 -2.665
H 3.734 -2.396 -2.425
H 3.783 -0.933 -2.041
O -3.173 5.262 2.567
H -4.066 5.577 2.428
H -2.893 4.948 1.707
O 3.099 -3.875 -1.844
H 2.340 -4.456 -1.790
H 3.761 -4.387 -2.307
O 1.458 -2.604 -4.577
H 1.309 -2.798 -5.503
H 2.379 -2.348 -4.530
O 3.589 1.588 -3.673
H 2.880 0.945 -3.663
H 3.439 2.124 -2.894
O -2.501 3.005 4.404
H -2.359 2.341 3.729
H -2.765 3.787 3.919
O -2.957 -0.710 -1.056
H -2.850 -1.300 -1.802
H -2.064 -0.462 -0.816
O 0.720 0.697 -3.120
H 0.026 0.284 -3.634
H 0.526 0.454 -2.215
O -4.754 -0.664 1.184
H -4.026 -0.578 1.799
H -4.344 -0.941 0.364
O 2.801 -0.193 -0.587
H 1.894 -0.336 -0.319
H 2.835 0.730 -0.838
O -4.390 -4.271 1.092
H -3.606 -4.401 0.558
H -4.075 -4.320 1.995
O 0.490 3.216 -0.156
H 0.175 2.313 -0.164
H 0.370 3.520 -1.056
O -0.710 -2.403 2.474
H -0.482 -2.594 1.564
H 0.079 -2.621 2.970
O 0.156 4.245 -2.658
H 0.269 3.531 -3.285
H -0.539 4.786 -3.032
O 3.019 2.612 -1.120
H 2.422 2.905 -0.431
H 3.823 3.110 -0.969
O -2.177 -2.787 -2.954
H -1.933 -2.215 -3.682
H -2.335 -3.639 -3.360
O 4.612 -0.513 1.425
H 3.834 -0.382 0.883
H 4.857 -1.426 1.277
O -3.972 0.256 -4.276
H -3.109 0.394 -3.887
H -4.558 0.147 -3.527
O 0.717 4.252 2.458
H -0.090 4.101 2.951
H 0.523 3.932 1.577
O 3.669 -0.650 4.013
H 2.754 -0.639 3.733
H 4.165 -0.451 3.219
O 0.236 -2.658 -0.457
H -0.057 -1.773 -0.239
H 1.163 -2.558 -0.672
O -1.924 1.435 2.033
H -1.228 1.004 1.537
H -2.544 1.733 1.367



[2]
16
Properties=species:S:1:pos:R:3 method="wB97M-V/def2-TZVPD" largest_force_ev_per_a=2.6 e_above_lowest_ev=0.640 total_charge=-1 orbital_gap_ha=0.2730 e_tot_ha=-2308.3294
Ba -0.332 -1.983 -0.095
Cl 2.383 -0.963 -3.144
O 1.834 0.192 -3.770
O 2.161 -2.159 -3.936
O 3.780 -0.825 -2.868
O 1.679 -1.163 -1.862
Cl 0.219 2.153 0.330
O -0.130 0.715 0.116
O 0.466 2.737 -0.947
O -0.887 2.769 0.986
O 1.398 2.158 1.149
Cl -2.534 -0.684 2.829
O -3.316 -1.065 3.961
O -1.520 0.249 3.198
O -1.845 -1.909 2.310
O -3.356 -0.222 1.746



[3]
22
Properties=species:S:1:pos:R:3 method="wB97M-V/def2-TZVPD" largest_force_ev_per_a=0.7 e_above_lowest_ev=0.246 total_charge=+2 orbital_gap_ha=0.4627 e_tot_ha=-560.1706
Ba 0.109 0.236 0.230
O 0.998 -1.054 2.422
H 1.444 -0.853 3.260
H 0.958 -2.023 2.386
O -2.500 0.927 0.581
H -3.136 0.967 -0.147
H -2.621 1.761 1.065
O -1.479 -1.904 0.400
H -1.288 -2.675 -0.154
H -2.412 -1.995 0.652
O 2.647 1.318 0.564
H 2.865 2.226 0.826
H 3.312 0.767 1.003
O 0.110 2.693 -1.127
H -0.697 3.142 -1.418
H 0.829 3.279 -1.406
O -1.212 0.057 -2.140
H -2.175 -0.018 -2.123
H -0.937 -0.490 -2.893
O 1.415 -1.930 -0.510
H 2.352 -1.709 -0.401
H 1.418 -2.722 -1.070